Record 1
DFT (ωB97M-V/def2-TZVPD) results for a molecular structure, C4H5HgLiO2 in a non-equilibrium geometry.

Each line ends with the Mulliken spin population.
CARTESIAN COORDINATES (ANGSTROEM)
H 1.474 1.771 0.701  0.332
C -0.847 0.857 0.359  0.010
C -1.309 -0.565 0.321  0.052
C -0.029 -1.351 0.002  0.017
C 0.966 -0.416 -0.626  0.085
O 0.265 0.638 -0.940  -0.038
O -1.424 1.886 0.214  0.049
Li 1.148 2.426 -1.132  -0.001
Hg 3.268 0.195 0.103  0.502
H -2.042 -0.620 -0.496  -0.003
H -1.738 -0.811 1.300  -0.001
H -0.134 -2.187 -0.706  -0.001
H 0.402 -1.822 0.900  -0.002

The LUMO energy (alpha / beta) is -5.2 / -6.0 eV. As for the net charge: +1. The multiplicity is 2.


Record 2
DFT (ωB97M-V/def2-TZVPD) results for a molecular structure, C4H5HgLiO7 in a non-equilibrium geometry.

Each line ends with the natural charge from an NBO analysis.
CARTESIAN COORDINATES (ANGSTROEM)
O 4.390 -0.138 0.594  -0.760
C 3.134 0.039 0.512  0.950
O 2.625 1.091 1.011  -0.780
O 2.418 -0.861 -0.100  -0.421
C 0.996 -0.650 -0.227  -0.106
O -0.965 -1.669 -1.100  -0.941
C -3.482 1.306 0.069  0.939
C 0.381 -1.842 -0.955  -0.046
O -3.508 1.090 -1.163  -0.807
O -2.695 0.758 0.878  -0.849
Hg 4.365 1.557 1.554  1.499
Li -2.086 -0.330 -0.767  0.916
H 0.827 0.277 -0.795  0.187
H 0.559 -0.543 0.776  0.199
H 0.919 -1.947 -1.927  0.127
H 0.643 -2.756 -0.374  0.129
O -4.326 2.262 0.532  -0.715
H -4.193 2.354 1.483  0.479

The LUMO energy (alpha / beta) is -5.3 / -5.3 eV. As for the net charge: 0.


Record 3
DFT (ωB97M-V/def2-TZVPD) results for C4H5I in the gas phase in a non-equilibrium geometry.

Each line ends with the natural charge from an NBO analysis.
CARTESIAN COORDINATES (ANGSTROEM)
C -0.737 1.292 -0.707  -0.360
C 0.100 0.557 0.134  -0.211
C 0.452 -0.859 0.342  -0.222
C 1.435 -1.615 0.961  -0.345
I 3.412 -1.047 1.226  0.138
H -0.795 2.418 -0.641  0.217
H -1.115 0.773 -1.555  0.193
H 0.703 1.078 0.721  0.186
H -0.259 -1.520 0.044  0.198
H 1.236 -2.634 1.024  0.206

The LUMO energy is 0.1 eV. As for the net charge: 0.


Record 4
DFT (ωB97M-V/def2-TZVPD) results for a molecular structure, C4H5I3.

Each line ends with the natural charge from an NBO analysis.
CARTESIAN COORDINATES (ANGSTROEM)
C -0.167 -0.019 -0.344  -0.521
C -0.065 0.033 1.151  -0.239
C 1.193 -0.448 -0.882  -0.426
C 2.201 0.358 -0.050  -0.447
I 1.443 -2.591 -0.657  0.092
I 2.317 2.390 -0.612  0.208
I 4.006 -0.453 0.622  0.261
H -0.978 -0.691 -0.662  0.234
H -0.398 0.977 -0.734  0.228
H -0.489 0.856 1.692  0.189
H 0.240 -0.849 1.682  0.187
H 1.298 -0.282 -1.962  0.233

The LUMO energy (alpha / beta) is -0.8 / -0.1 eV. As for the net charge: 0.


Record 5
DFT (ωB97M-V/def2-TZVPD) results for C4H5IN2 in the gas phase in a non-equilibrium geometry.

Each line ends with the natural charge from an NBO analysis.
CARTESIAN COORDINATES (ANGSTROEM)
C 0.832 1.015 -0.074  -0.284
C -0.260 1.701 -0.062  0.019
C 0.083 -1.400 -0.149  0.077
C 1.141 -0.431 0.125  -0.512
N -1.202 -1.317 -0.212  -0.263
N -1.757 -0.257 0.394  -0.463
I -3.647 0.201 0.118  0.328
H 1.685 1.710 -0.195  0.227
H -0.830 2.429 -0.382  0.186
H 0.511 -2.291 -0.529  0.182
H 2.094 -0.702 -0.309  0.244
H 1.350 -0.657 1.275  0.258

The LUMO energy (alpha / beta) is -0.9 / 0.0 eV. As for the net charge: 0.


Record 6
DFT (ωB97M-V/def2-TZVPD) results for a molecular structure, C4H5IN2O in a non-equilibrium geometry.

Each line ends with the natural charge from an NBO analysis.
CARTESIAN COORDINATES (ANGSTROEM)
C -1.311 -0.807 0.050  -0.369
C -1.340 0.482 -0.043  -0.069
C -0.065 -1.413 -0.041  0.508
C 0.079 1.153 -0.408  0.185
N 0.490 -2.522 -0.016  -0.623
N 0.927 0.086 -0.591  -0.701
O 0.470 2.163 0.444  -0.712
I 2.778 0.115 0.278  0.274
H -2.187 -1.323 0.233  0.247
H -2.149 1.177 0.106  0.219
H -0.146 1.541 -1.324  0.167
H 1.536 -2.517 0.052  0.390
H 0.918 1.866 1.260  0.484

The LUMO energy is 0.0 eV. As for the net charge: 0.


The following ΔE to the lowest compared entry with this formula, charge and spin values (in kcal/mol) correspond, in order, to the records above: 53.4 0.0 24.5 50.2 145.3 63.1.